[1]
A cluster of 9 separate species, C28H78N4O9 in total in a non-equilibrium geometry, computed with ωB97M-V/def2-TZVPD.

Calculated values
HOMO level ... -0.3126 Ha
SMILES string ... COC[C@H](C)N.COC[C@H](C)N.COC[C@H](C)N.COC[C@H](C)N.CC(C)O.CC(C)O.CCO.CCO.CCO
ΔE to the lowest compared entry with this formula, charge and spin ... 2.4010 eV

Each line ends with the Mulliken charge.
Positions of all 119 atoms, in Å:
C  2.24  0.48  0.65  -0.233
C  1.55  0.07  -0.62  1.635
C  2.60  0.11  -1.78  -1.777
O  1.06  -1.22  -0.46  0.132
H  2.72  1.46  0.44  -0.484
H  3.10  -0.21  0.90  0.112
H  1.47  0.58  1.47  0.121
H  0.76  0.77  -0.93  -0.689
H  3.46  -0.51  -1.59  0.422
H  2.99  1.25  -1.92  0.202
H  2.15  -0.25  -2.67  0.588
H  1.25  -1.78  -1.20  0.126
C  1.94  4.71  -1.53  -1.560
C  1.71  4.50  -0.04  1.921
C  1.92  5.75  0.85  -1.680
O  0.33  4.09  0.08  -0.186
H  1.17  5.42  -1.83  0.240
H  1.81  3.75  -2.01  0.245
H  2.93  5.15  -1.62  0.615
H  2.36  3.68  0.29  -0.654
H  1.50  5.46  1.86  0.324
H  1.33  6.58  0.52  0.457
H  3.00  5.96  0.83  0.355
H  0.01  3.36  -0.54  0.034
C  2.70  3.01  3.49  -0.778
C  4.15  2.75  3.76  0.261
C  4.97  2.16  2.57  -0.188
O  4.81  3.04  1.47  -0.161
C  5.70  2.61  0.42  -0.994
N  4.81  3.95  4.26  -0.735
H  2.24  3.21  4.45  0.477
H  2.24  2.07  3.17  0.139
H  2.58  3.85  2.80  -0.192
H  4.10  2.07  4.60  0.376
H  4.52  1.22  2.23  -0.166
H  6.01  1.88  2.67  0.529
H  5.43  3.13  -0.55  0.223
H  5.50  1.60  0.20  0.445
H  6.72  2.82  0.70  0.325
H  5.83  3.99  4.18  0.268
H  4.53  4.77  3.76  0.261
C  -2.19  -2.30  -2.78  -1.088
C  -3.10  -1.49  -1.90  0.279
C  -4.15  -2.36  -1.12  -0.089
O  -5.17  -2.62  -1.97  -0.367
C  -6.19  -3.40  -1.48  -0.836
N  -2.41  -0.50  -1.09  0.228
H  -1.59  -1.72  -3.50  0.399
H  -2.78  -3.02  -3.39  0.390
H  -1.56  -2.83  -2.09  -0.029
H  -3.74  -0.97  -2.59  0.081
H  -4.53  -1.74  -0.28  0.407
H  -3.67  -3.19  -0.57  -0.113
H  -6.62  -3.11  -0.48  0.302
H  -5.93  -4.45  -1.47  0.304
H  -7.04  -3.28  -2.15  0.285
H  -2.99  -0.08  -0.35  0.064
H  -1.52  -0.86  -0.69  -0.220
C  -0.87  -6.88  -0.62  -1.674
C  -1.31  -5.45  -0.08  0.774
C  -2.10  -5.63  1.20  -1.299
O  -2.51  -4.40  1.68  -0.144
C  -3.27  -4.48  2.88  -0.843
N  -0.17  -4.54  0.16  -0.357
H  -1.65  -7.34  -1.22  0.388
H  -0.60  -7.51  0.20  0.470
H  -0.07  -6.67  -1.35  0.320
H  -1.92  -5.02  -0.90  -0.021
H  -1.55  -6.30  1.88  0.535
H  -3.01  -6.18  0.96  0.462
H  -3.42  -3.46  3.26  0.214
H  -2.86  -5.19  3.63  0.300
H  -4.28  -4.88  2.60  0.302
H  -0.48  -3.67  0.60  0.169
H  0.49  -4.93  0.90  0.115
C  -1.07  4.16  -3.50  -1.868
C  -1.81  3.78  -2.20  0.552
C  -3.27  3.62  -2.41  -0.462
O  -3.93  4.75  -2.91  -0.441
C  -3.96  5.76  -1.95  -0.704
N  -1.26  2.55  -1.69  0.081
H  -1.30  3.39  -4.26  0.394
H  -0.02  4.32  -3.35  0.371
H  -1.47  5.08  -3.82  0.436
H  -1.68  4.49  -1.40  0.328
H  -3.58  3.41  -1.36  0.240
H  -3.48  2.74  -3.06  0.324
H  -3.00  6.08  -1.64  0.309
H  -4.50  5.41  -1.04  0.257
H  -4.65  6.57  -2.30  0.284
H  -0.93  1.93  -2.42  0.134
H  -1.89  2.11  -1.00  -0.298
C  3.40  -3.95  3.51  -1.232
C  2.55  -2.68  3.14  -0.062
O  1.62  -3.07  2.14  -0.447
H  2.65  -4.66  3.86  0.269
H  4.10  -3.64  4.29  0.387
H  3.86  -4.36  2.63  0.308
H  3.27  -2.01  2.74  0.184
H  1.98  -2.31  4.01  0.289
H  1.59  -2.35  1.51  0.182
C  0.50  -4.69  -3.62  -0.857
C  1.76  -4.47  -2.83  -0.360
O  1.60  -3.64  -1.68  -0.462
H  0.65  -5.39  -4.42  0.440
H  0.21  -3.72  -4.01  0.215
H  -0.29  -5.02  -2.94  0.067
H  2.44  -3.90  -3.49  0.395
H  2.21  -5.45  -2.53  0.266
H  1.03  -4.10  -1.06  0.428
C  -2.08  3.19  2.45  -1.216
C  -2.16  1.76  1.95  0.566
O  -3.12  1.77  0.85  -0.520
H  -1.30  3.35  3.18  0.351
H  -3.02  3.60  2.76  0.431
H  -1.77  3.87  1.63  0.182
H  -2.45  0.92  2.65  0.294
H  -1.16  1.46  1.56  -0.324
H  -3.75  2.47  0.83  0.221

[2]
A structure of composition C28H78N7O8Sr in a non-equilibrium geometry, computed with ωB97M-V/def2-TZVPD.

Calculated values
HOMO level (spin up / spin down) ... -0.0812 / -0.3234 Ha
Spin multiplicity ... 2

Each line ends with the Löwdin spin population.
Positions of all 122 atoms, in Å:
Sr  -2.21  -0.32  1.26  0.418
O  0.04  -0.36  0.44  0.007
H  0.44  -0.24  -0.45  0.001
C  2.45  -2.41  -1.46  0.000
C  1.87  -3.35  -0.36  0.000
C  2.91  -4.39  0.12  0.000
O  3.05  -5.35  -0.91  0.000
C  3.91  -6.41  -0.69  0.000
N  1.50  -2.55  0.73  0.001
H  1.60  -1.82  -1.81  0.000
H  2.82  -2.93  -2.34  0.000
H  3.24  -1.74  -1.11  0.000
H  1.05  -3.90  -0.83  0.000
H  2.54  -4.92  1.00  0.000
H  3.91  -3.99  0.29  0.000
H  4.96  -6.12  -0.69  0.000
H  3.84  -7.09  -1.53  0.000
H  3.62  -6.90  0.24  0.000
H  0.99  -1.72  0.48  0.000
H  2.30  -2.09  1.14  0.000
C  -2.04  1.47  4.95  0.053
C  -0.68  1.59  4.34  0.008
C  0.51  1.70  5.39  0.003
O  0.48  0.70  6.38  0.005
C  1.29  0.87  7.50  0.001
N  -0.54  0.46  3.46  0.011
H  -2.30  2.50  5.19  0.007
H  -2.03  0.78  5.80  0.006
H  -2.81  1.23  4.22  0.053
H  -0.73  2.49  3.73  0.004
H  0.46  2.69  5.84  0.001
H  1.51  1.74  4.94  0.000
H  2.31  0.70  7.15  0.000
H  1.15  -0.01  8.13  0.000
H  1.29  1.80  8.06  0.000
H  0.22  0.71  2.86  0.001
H  -0.18  -0.19  4.14  0.002
C  -1.46  1.84  -7.24  0.000
C  -2.00  0.86  -6.22  0.000
C  -1.02  0.38  -5.16  0.000
O  -1.61  -0.58  -4.21  0.003
C  -0.62  -1.32  -3.56  0.002
N  -3.02  1.60  -5.46  0.000
H  -2.16  2.06  -8.05  0.000
H  -0.75  1.17  -7.73  0.000
H  -1.18  2.82  -6.84  0.000
H  -2.47  0.03  -6.74  0.000
H  -0.61  1.18  -4.53  0.000
H  -0.17  -0.01  -5.72  0.000
H  0.17  -1.73  -4.18  0.000
H  -1.18  -2.11  -3.06  0.002
H  -0.19  -0.58  -2.88  0.000
H  -2.66  2.49  -5.15  0.000
H  -3.24  1.10  -4.61  0.000
C  -1.58  -4.88  2.56  0.005
C  -1.94  -3.68  1.64  0.005
C  -3.44  -3.39  1.88  0.021
O  -3.83  -2.20  1.32  0.023
C  -5.16  -1.90  1.34  0.069
N  -1.16  -2.61  2.09  0.007
H  -0.56  -5.25  2.41  0.000
H  -2.29  -5.67  2.33  0.000
H  -1.60  -4.62  3.62  0.003
H  -1.64  -3.73  0.59  0.002
H  -3.61  -3.32  2.95  0.016
H  -3.97  -4.09  1.23  0.004
H  -5.44  -0.98  0.83  0.019
H  -5.38  -1.89  2.41  0.029
H  -5.76  -2.73  0.96  0.008
H  -0.24  -2.75  1.69  0.000
H  -1.18  -2.89  3.06  0.005
C  4.19  1.69  1.82  0.000
C  3.02  0.79  1.57  0.000
C  2.79  -0.22  2.69  0.001
O  3.90  -1.10  2.87  0.000
C  3.71  -2.24  3.63  0.000
N  1.90  1.70  1.33  0.001
H  4.37  2.45  1.06  0.000
H  5.13  1.14  1.75  0.000
H  4.12  2.10  2.83  0.000
H  3.13  0.31  0.60  0.000
H  1.86  -0.77  2.55  0.000
H  2.61  0.39  3.58  0.000
H  4.58  -2.66  4.12  0.000
H  3.21  -3.05  3.11  0.000
H  2.98  -2.02  4.41  0.000
H  1.18  1.04  1.07  0.001
H  1.99  2.23  0.48  0.000
C  1.14  5.49  -4.27  0.000
C  1.11  4.76  -2.97  0.000
C  2.33  3.87  -2.70  0.000
O  2.07  2.99  -1.63  0.000
C  1.54  1.73  -2.11  0.001
N  0.95  5.89  -1.99  0.000
H  2.06  6.02  -4.51  0.000
H  0.40  6.29  -4.31  0.000
H  0.94  4.78  -5.07  0.000
H  0.25  4.12  -2.81  0.000
H  3.12  4.53  -2.36  0.000
H  2.68  3.42  -3.62  0.000
H  1.56  0.98  -1.32  0.000
H  1.93  1.33  -3.05  0.000
H  0.50  1.90  -2.38  0.000
H  1.05  5.34  -1.15  0.000
H  1.86  6.29  -2.12  0.000
C  -4.97  1.02  -1.42  0.038
C  -3.50  0.78  -1.84  0.006
C  -2.49  1.89  -1.47  0.009
O  -2.10  1.76  -0.10  0.034
C  -1.23  2.73  0.44  0.022
N  -3.01  -0.54  -1.39  0.006
H  -5.44  2.00  -1.53  0.006
H  -5.14  0.80  -0.37  0.028
H  -5.59  0.42  -2.08  0.006
H  -3.42  0.84  -2.93  0.001
H  -2.85  2.89  -1.71  0.003
H  -1.59  1.84  -2.09  0.001
H  -1.46  3.75  0.13  0.003
H  -0.22  2.37  0.21  0.001
H  -1.27  2.56  1.51  0.011
H  -2.07  -0.66  -1.76  0.001
H  -3.60  -1.19  -1.88  0.009